(1)
A cluster of 2 separate species, C10H14FOP in total. Source: OMol25; level of theory: the ωB97M-V functional and the def2-TZVPD basis.

XYZ file:
```
27
Properties=species:S:1:pos:R:3:forces:R:3
P -1.759 1.645 -0.270 -1.27 -1.13 1.20
F -2.226 2.067 1.269 1.26 -0.37 -0.56
O -3.295 1.425 -0.707 0.96 -2.50 -0.67
C -2.068 -1.173 -0.993 1.49 -0.18 1.90
C -0.980 -0.654 1.108 -0.09 -1.50 -2.10
C -1.805 -2.518 -0.749 0.61 0.19 -0.89
C 2.707 -0.053 0.794 0.09 -1.70 0.83
C 2.004 2.310 0.500 -1.68 -3.73 1.08
C -1.014 -2.923 0.324 -0.30 -0.69 1.11
C 2.163 0.854 -0.014 0.62 1.05 1.28
C -0.695 -2.015 1.351 0.17 0.12 -0.12
C -1.552 -0.244 -0.110 0.04 0.75 1.59
C 1.808 0.769 -1.462 -0.62 -5.57 3.02
H 2.695 2.806 -0.085 1.69 1.82 -0.54
H 1.590 -0.318 -1.718 0.02 1.31 0.07
H 1.017 1.362 -1.641 -2.81 1.99 -0.99
H 1.004 2.548 0.091 0.26 0.65 1.07
H -2.588 -0.771 -1.784 -1.25 0.13 -1.99
H -3.844 2.137 -0.860 -1.51 2.62 -0.58
H -0.717 -3.997 0.483 -0.50 1.23 -0.42
H -0.213 -2.443 2.269 -0.45 0.93 -0.92
H 2.614 1.023 -1.977 3.46 1.41 -2.62
H 2.876 -1.133 0.592 -0.29 0.88 -0.66
H -2.085 -3.196 -1.537 -0.15 -0.46 0.14
H 2.975 0.081 1.869 -0.36 0.72 -1.00
H 2.157 2.204 1.622 -0.34 1.19 -1.54
H -0.769 0.207 1.637 0.96 0.84 2.33
```
Forces are in eV/Å.

Multiplicity   1
SMILES   OP(F)c1ccccc1.C=C(C)C
HOMO energy   -9.0 eV
Orbital gap   9.66 eV
LUMO energy   0.6 eV
Electronic energy   -24649.67748 eV

***

(2)
A structure of composition C10H14INOS. Source: OMol25; level of theory: the ωB97M-V functional and the def2-TZVPD basis.

XYZ file:
```
28
Properties=species:S:1:pos:R:3:forces:R:3
I -3.334 -0.027 0.164 -0.68 0.62 0.54
S -0.609 -1.289 -0.496 1.73 0.05 1.66
O -1.373 -1.849 -1.569 -0.58 -0.62 -0.80
N -0.279 0.298 -1.220 0.01 -0.56 -0.33
C 1.519 2.600 1.078 0.25 0.21 0.46
C 1.372 3.774 0.405 -1.40 0.36 -1.35
C 0.102 2.674 -1.402 0.89 -0.60 0.64
C -1.729 -1.010 1.092 3.48 2.32 -1.84
C 0.594 3.800 -0.775 -0.02 0.58 -0.50
C 1.415 -3.039 -0.813 -2.75 -2.90 0.86
C 0.880 1.496 0.549 0.48 -1.15 0.85
C -2.051 -2.411 1.408 -0.97 -0.51 2.42
C 0.536 -2.344 0.204 0.14 2.41 -0.53
C 0.292 1.444 -0.686 -1.05 1.16 -0.77
H -1.222 -2.997 1.782 0.30 0.14 -0.32
H -0.371 0.400 -2.240 -0.49 -0.89 0.81
H 2.105 2.543 2.009 -0.53 -0.05 -0.49
H -2.541 -2.919 0.582 -0.03 0.04 0.01
H 0.331 4.762 -1.239 0.49 -0.35 0.26
H 2.156 -2.470 -1.143 3.67 2.56 -1.16
H 0.821 -3.200 -1.726 -0.01 -0.54 0.37
H -2.713 -2.337 2.284 -0.46 -0.31 -0.34
H 0.867 0.607 1.149 0.28 -0.52 0.09
H -0.331 2.750 -2.417 -0.01 -0.28 0.87
H -1.024 -0.304 1.779 -2.17 -1.91 -1.31
H 1.068 -1.660 0.944 -0.54 -1.09 -0.46
H 1.860 -4.017 -0.457 -0.78 1.02 -0.28
H 1.656 4.725 0.754 0.76 0.80 0.65
```
Forces are in eV/Å.

Multiplicity   1
HOMO energy   -7.9 eV
Orbital gap   8.30 eV
LUMO energy   0.4 eV
Electronic energy   -33065.84094 eV

***

(3)
The ion C10H14N with charge +1. Source: OMol25; level of theory: the ωB97M-V functional and the def2-TZVPD basis.

XYZ file:
```
25
Properties=species:S:1:pos:R:3:forces:R:3
N 0.811 0.586 0.304 -4.48 -4.33 1.69
C 1.393 -0.543 0.126 -0.85 -1.19 -0.09
C -0.560 -1.956 0.901 0.49 -0.33 -0.07
C -2.358 -0.369 -1.436 2.68 1.91 0.14
C -0.947 0.509 0.775 4.96 -0.23 -1.22
C -1.385 -0.797 1.234 -2.28 0.13 0.92
C 0.668 -1.861 0.343 -0.06 1.38 0.10
C -2.034 0.009 0.010 -0.11 -0.65 0.12
C -2.159 1.329 0.752 1.37 2.27 -0.56
C 1.340 1.825 0.188 0.41 3.30 1.56
C 2.840 -0.622 -0.303 -1.54 -1.68 0.47
H -2.114 2.270 0.143 -0.18 -1.14 0.24
H 2.190 1.890 -0.419 1.16 -0.17 -1.20
H -2.486 1.539 1.747 -1.24 -0.33 0.43
H -2.054 -0.857 2.183 1.34 -0.04 -1.57
H 1.273 -2.725 0.112 -0.15 -0.12 0.03
H 2.958 -0.581 -1.384 0.18 0.23 0.14
H -1.370 -0.758 -1.915 -1.98 0.75 0.48
H -0.997 -2.922 1.191 0.47 0.32 -0.35
H 3.472 -0.056 0.299 1.01 2.03 0.40
H -3.072 -1.107 -1.391 -1.54 -1.91 -0.25
H 0.489 2.270 -0.279 0.10 2.06 -0.18
H -2.833 0.510 -1.968 0.98 -0.95 0.48
H 1.676 2.278 1.183 -1.00 -0.42 -1.13
H 3.133 -1.581 0.089 0.24 -0.90 -0.60
```
Forces are in eV/Å.

Total charge   +1
Multiplicity   1
SMILES   CC1=[N+](C)[C@]23C[C@]2(C)[C@H]3C=C1
HOMO energy   -13.2 eV
Orbital gap   8.95 eV
LUMO energy   -4.2 eV
Electronic energy   -12075.84174 eV

***

(4)
The ion C10H14N with charge +1. Source: OMol25; level of theory: the ωB97M-V functional and the def2-TZVPD basis.

XYZ file:
```
25
Properties=species:S:1:pos:R:3:forces:R:3
N -1.763 -0.970 0.393 -0.07 -0.27 0.09
C 2.871 0.490 0.355 -2.42 -3.45 -0.82
C 0.873 -1.389 -0.234 1.02 -0.86 -0.19
C 0.456 -0.051 -0.027 -2.61 0.49 1.64
C -2.881 -0.886 -0.595 -2.89 -0.12 0.08
C -0.849 0.214 0.383 2.37 0.21 -2.12
C 3.120 -0.830 0.409 1.46 0.79 1.87
C 1.413 1.981 -0.857 -1.88 2.79 -0.74
C 2.161 -1.724 -0.058 -0.78 -2.35 -1.43
C 1.561 0.898 -0.142 0.12 -0.21 0.23
C -1.533 1.528 0.639 0.24 -0.40 -3.47
H 0.433 2.351 -1.254 0.83 -0.88 0.23
H -2.180 1.990 -0.182 0.97 -0.91 0.73
H -0.857 2.270 0.916 1.69 1.17 0.08
H 0.196 -2.128 -0.564 -0.54 -0.80 -0.55
H -3.767 -1.686 -0.540 2.53 1.33 0.29
H -2.225 -0.788 1.254 -0.59 -0.62 1.41
H -3.388 0.085 -0.373 0.42 -0.81 -0.19
H 3.599 1.136 0.550 2.65 2.97 0.95
H -2.107 1.491 1.462 -2.53 -0.53 3.03
H 3.959 -1.298 0.958 -0.01 0.76 -0.88
H 2.539 -2.718 -0.392 -0.63 0.61 0.67
H -1.266 -1.901 0.469 -0.62 1.37 -0.25
H 2.157 2.740 -0.974 0.78 -0.01 -0.09
H -2.521 -0.806 -1.596 0.49 -0.25 -0.57
```
Forces are in eV/Å.

Total charge   +1
Multiplicity   1
SMILES   C=c1cccc/c1=C(/C)[NH2+]C
HOMO energy   -11.7 eV
Orbital gap   7.69 eV
LUMO energy   -4.0 eV
Electronic energy   -12077.47821 eV

***

(5)
The ion C10H14N with charge +1. Source: OMol25; level of theory: the ωB97M-V functional and the def2-TZVPD basis.

XYZ file:
```
25
Properties=species:S:1:pos:R:3:forces:R:3
N -1.774 0.831 0.033 1.00 2.78 -2.73
C -3.146 0.986 -0.237 -1.34 -0.10 2.71
C -1.129 0.292 0.894 -0.71 -3.42 2.49
C 1.712 0.128 -1.728 2.03 -2.31 -0.82
C 1.273 -0.594 0.576 -0.27 -0.63 0.50
C -1.662 -0.574 2.028 0.38 2.62 1.37
C 1.606 2.687 -1.696 -0.41 -2.01 -0.45
C 2.115 -2.223 -1.145 -1.15 0.35 1.78
C 1.535 1.461 -1.769 -0.34 4.28 0.98
C 0.363 0.429 1.126 1.53 0.22 -2.23
C 1.684 -0.848 -0.732 -1.19 0.65 0.39
H -1.140 -1.510 2.154 -0.48 -0.67 -0.48
H -3.743 0.527 0.599 0.05 0.34 -0.82
H 2.938 -2.107 -1.768 1.15 -0.55 -1.62
H -3.344 0.463 -1.120 -0.58 -0.58 -1.48
H 0.440 0.487 2.154 0.62 -0.01 2.05
H -2.749 -0.477 2.057 0.21 -0.98 0.16
H 0.536 1.403 0.737 0.66 0.86 -0.64
H 2.387 -2.825 -0.304 0.60 -0.15 0.79
H 1.239 -2.763 -1.472 -0.04 -0.04 -1.07
H -1.256 -0.001 2.923 -0.95 -0.65 -0.55
H 1.655 -1.353 1.306 -0.51 0.64 -0.60
H 2.327 -0.219 -2.602 -0.96 0.21 0.38
H 1.620 3.761 -1.704 0.05 -0.20 0.04
H -3.485 2.042 -0.311 0.67 -0.63 -0.15
```
Forces are in eV/Å.

Total charge   +1
Multiplicity   1
HOMO energy   -12.3 eV
Orbital gap   5.75 eV
LUMO energy   -6.5 eV
Electronic energy   -12074.81778 eV

***

(6)
The molecule C10H14N2S. Source: OMol25; level of theory: the ωB97M-V functional and the def2-TZVPD basis.

XYZ file:
```
27
Properties=species:S:1:pos:R:3:forces:R:3
S 3.192 -1.059 -0.744 -0.77 0.39 0.53
N 1.078 -0.509 0.870 -0.48 2.16 0.07
N 2.286 1.233 0.321 0.18 0.87 4.39
C -0.393 -1.931 -0.528 1.09 -1.27 -2.02
C 2.147 -0.101 0.164 0.90 -0.25 -1.10
C -2.061 1.506 -0.674 3.01 -0.15 -3.33
C -3.530 -0.069 0.318 0.25 -0.16 -0.08
C -1.186 0.449 -1.138 -0.25 2.24 1.98
C 0.573 -1.747 0.702 -1.13 -5.18 -0.56
C -3.209 1.219 -0.052 -1.97 3.29 0.61
C -1.383 -0.787 -0.638 -1.01 -1.97 0.73
C 3.601 1.839 0.025 -0.61 1.63 0.55
C -2.614 -1.030 0.025 0.68 -2.51 0.17
H 0.239 0.102 0.930 1.46 0.47 0.01
H 3.805 1.726 -1.068 -0.20 0.39 0.98
H 1.957 1.329 1.459 1.34 0.58 -4.23
H -4.413 -0.282 0.863 -0.75 -0.24 0.26
H -2.733 -2.126 0.293 -0.36 1.58 0.02
H 0.218 -2.182 -1.516 -1.12 0.99 2.00
H 3.424 2.940 0.371 0.88 -1.83 -0.99
H -0.049 -1.883 1.591 0.01 -0.77 0.01
H 4.447 1.374 0.589 -0.74 0.32 -0.37
H -3.840 2.164 0.097 0.43 -1.89 0.31
H -0.982 -2.867 -0.350 0.57 0.70 -0.07
H -1.750 2.522 -1.036 -0.73 -0.90 0.71
H -0.229 0.714 -1.507 0.70 0.27 -0.85
H 1.405 -2.544 0.635 -1.38 1.24 0.28
```
Forces are in eV/Å.

Multiplicity   1
SMILES   CNC(=S)NCCc1ccccc1
HOMO energy   -8.3 eV
Orbital gap   9.00 eV
LUMO energy   0.7 eV
Electronic energy   -24410.83151 eV

***

Energy above the lowest of the compared OMol25 structures with the same formula, charge and spin values (in kcal/mol) by entry order: 20.4 0.0 85.9 48.1 109.5 58.9.